The following is a DFT calculation (the ωB97M-V functional and the def2-TZVPD basis) of an isolated molecule of C6H10O.

```
17
C6H10O (the ωB97M-V functional and the def2-TZVPD basis)
C 1.02 -0.89 1.35
C 0.77 -0.86 -0.16
C -0.62 -1.48 -0.53
C 0.57 0.41 -0.90
C -0.03 1.49 -0.07
C -1.07 2.19 -0.93
O -2.25 1.99 -0.79
H 1.16 -1.92 1.68
H 0.19 -0.47 1.92
H 1.93 -0.33 1.61
H 1.53 -1.47 -0.66
H -0.63 -1.87 -1.55
H -0.81 -2.30 0.17
H -1.45 -0.77 -0.43
H 0.83 2.17 0.08
H -0.47 1.25 0.92
H -0.68 2.86 -1.72
```

Values from the calculation:
**Net charge**: 0
**Energy above the lowest of the compared OMol25 structures with the same formula, charge and spin**: 336.68 kJ/mol
**Strongest force on any atom**: 0.010 Eh/bohr

=====

The following is a DFT calculation (the ωB97M-V functional and the def2-TZVPD basis) of an isolated molecule of C6H10O.

```
17
C6H10O (the ωB97M-V functional and the def2-TZVPD basis)
C 2.42 -1.04 -2.01
C 1.06 -0.43 -1.85
C 0.61 -0.32 -0.53
C -0.86 -0.11 0.04
C -1.21 0.68 1.14
C -2.43 0.76 2.06
O -0.30 1.81 1.30
H 2.52 -2.13 -2.16
H 3.06 -0.77 -0.99
H 3.05 -0.43 -2.75
H 0.14 -0.67 -2.41
H 1.39 -0.22 0.26
H -1.64 -0.78 -0.33
H -2.23 0.58 3.19
H -2.78 1.74 1.84
H -3.26 0.05 1.65
H 0.48 1.28 1.54
```

Values from the calculation:
**Net charge**: 0
**Structure (SMILES)**: C/C=C/C=C(/C)O
**Energy above the lowest of the compared OMol25 structures with the same formula, charge and spin**: 293.11 kJ/mol
**Strongest force on any atom**: 0.109 Eh/bohr

=====

The following is a DFT calculation (the ωB97M-V functional and the def2-TZVPD basis) of an isolated molecule of C6H10O.

```
17
C6H10O (the ωB97M-V functional and the def2-TZVPD basis)
C -2.10 -0.22 0.18
C -1.08 0.80 -0.28
C -0.04 1.32 0.66
C 0.36 0.47 -0.50
C 0.89 -0.92 -0.27
C 2.37 -0.93 -0.17
O 3.09 0.03 -0.31
H -2.96 0.28 0.63
H -1.70 -0.91 0.93
H -2.47 -0.82 -0.66
H -1.47 1.53 -0.98
H 0.21 2.38 0.63
H -0.01 0.87 1.64
H 0.85 0.99 -1.31
H 0.61 -1.60 -1.08
H 0.48 -1.39 0.64
H 2.99 -1.83 -0.02
```

Values from the calculation:
**Net charge**: 0
**Structure (SMILES)**: C[C@H]1C[C@H]1CC=O
**Energy above the lowest of the compared OMol25 structures with the same formula, charge and spin**: 81.04 kJ/mol
**Strongest force on any atom**: 0.041 Eh/bohr

=====

The following is a DFT calculation (the ωB97M-V functional and the def2-TZVPD basis) of a cluster of 2 separate species, C6H10O in total.

```
17
C6H10O (the ωB97M-V functional and the def2-TZVPD basis)
C 0.63 -2.37 -1.21
C 0.60 -1.46 -2.18
C 1.04 -0.08 1.33
C 0.28 1.08 1.80
C -0.41 1.99 0.77
C -1.27 0.78 0.42
O -0.64 -0.05 1.48
H 0.40 -2.13 -0.18
H 0.91 -3.40 -1.42
H 0.85 -1.70 -3.21
H 0.34 -0.42 -1.98
H 1.17 0.02 0.24
H 0.29 1.37 2.85
H -0.99 2.82 1.20
H 0.25 2.37 -0.01
H -2.33 0.87 0.65
H -1.12 0.30 -0.55
```

Values from the calculation:
**Net charge**: 0
**Energy above the lowest of the compared OMol25 structures with the same formula, charge and spin**: 556.10 kJ/mol
**Strongest force on any atom**: 0.005 Eh/bohr

=====

The following is a DFT calculation (the ωB97M-V functional and the def2-TZVPD basis) of an isolated molecule of C6H10O.

```
17
C6H10O (the ωB97M-V functional and the def2-TZVPD basis)
C -1.27 1.09 -1.19
C 0.22 1.01 -0.90
O 0.67 1.93 0.10
C 0.89 0.57 0.36
C 0.13 -0.20 1.40
C 0.24 -1.66 0.89
C -0.01 -1.50 -0.59
H -1.87 0.93 -0.29
H -1.47 2.10 -1.55
H -1.57 0.36 -1.94
H 0.84 0.99 -1.80
H 1.95 0.28 0.29
H -0.92 0.12 1.41
H 0.53 -0.09 2.42
H 1.22 -2.08 1.17
H -0.55 -2.27 1.33
H 0.98 -1.57 -1.10
```

Values from the calculation:
**Net charge**: 0
**Energy above the lowest of the compared OMol25 structures with the same formula, charge and spin**: 480.61 kJ/mol
**Strongest force on any atom**: 0.010 Eh/bohr

=====

The following is a DFT calculation (the ωB97M-V functional and the def2-TZVPD basis) of an isolated molecule of C6H10O.

```
17
C6H10O (the ωB97M-V functional and the def2-TZVPD basis)
C 1.41 -1.38 1.60
C 0.86 -0.85 0.68
C 0.26 -0.16 -0.49
C -0.12 -1.19 -1.56
O 1.19 0.78 -1.02
C -0.97 0.68 -0.09
C -0.78 1.47 1.20
H 1.89 -1.84 2.44
H 0.76 -1.74 -1.90
H -0.85 -1.91 -1.17
H -0.57 -0.68 -2.42
H 2.08 0.41 -0.92
H -1.14 1.35 -0.94
H -1.84 0.02 -0.01
H -1.49 2.30 1.27
H 0.23 1.89 1.24
H -0.91 0.84 2.08
```

Values from the calculation:
**Net charge**: 0
**Structure (SMILES)**: C#C[C@](C)(O)CC
**Energy above the lowest of the compared OMol25 structures with the same formula, charge and spin**: 139.58 kJ/mol
**Strongest force on any atom**: 0.010 Eh/bohr

=====

Record-wise HOMO values, in eV: -8.56; -8.52; -9.66; -8.13; -8.65; -10.13
Record-wise energy values, in eV: -8427.7509; -8428.2024; -8430.4005; -8425.4767; -8426.2592; -8429.7937